The following is a quantum chemistry calculation of the molecule CH2Cl3OP in a non-equilibrium geometry, from the Open Molecules 2025 dataset.

```
8
Properties=species:S:1:pos:R:3:lowdin_charge:R:1
O 1.44707 -0.82005 0.90292 -0.4398
P 1.04013 0.54916 0.00629 0.7920
C -0.92340 0.19242 -0.34817 -1.8292
Cl -1.62135 0.48269 1.23963 0.5082
Cl -1.41587 -1.33343 -1.07987 0.5137
Cl -1.42394 1.51391 -1.47537 0.4493
H 1.15774 -0.62236 1.85165 0.0614
H 1.73962 0.03767 -1.09707 -0.0556
```

Summary:
**Total charge**: 0
**Gap between HOMO and LUMO**: 0.36973 Ha
**DFT total energy**: -1836.45627 hartree
**HOMO energy**: -9.7 eV
**LUMO level**: 0.335 eV